(1)
Entry from the OMol25 dataset: a cluster of 4 separate species, C26H33F9INO10 in total in a non-equilibrium geometry (ωB97M-V/def2-TZVPD).

Last column: Löwdin charge in e.
Geometry (Å):
C -7.6428 -0.7971 -1.2884  -0.033
C -7.6159 -1.0342 0.2190  -0.407
O -8.5423 -0.1790 0.8690  -0.026
C -6.2232 -0.8600 0.8136  -0.136
O -5.6359 0.3472 0.3094  -0.111
C -4.5224 0.1256 -0.5241  -0.361
N -4.2203 1.4617 -1.0415  0.134
C -2.8466 1.6426 -1.2149  -0.600
O -2.2903 2.6379 -1.5591  0.101
C -2.2317 0.2996 -0.8344  -0.519
I -2.2128 -0.7453 -2.7509  0.962
C -3.1977 -0.2966 0.1774  -0.250
C -3.1582 0.4026 1.5180  -0.128
O -1.9652 0.0201 2.2171  -0.041
C -1.4933 1.0017 3.0655  -0.282
C -2.3072 1.6747 3.9691  -0.026
C -1.8125 2.6786 4.7922  -0.074
C -0.4633 3.0122 4.7065  -0.091
C 0.3506 2.3116 3.8234  -0.083
C -0.1336 1.3064 2.9991  -0.002
H -7.4849 0.2579 -1.4935  0.087
H -6.8788 -1.4005 -1.7803  0.081
H -8.5959 -1.1239 -1.6942  0.084
H -7.9632 -2.0527 0.3933  0.146
H -8.2241 0.7264 0.7826  0.093
H -5.5915 -1.7008 0.5183  0.135
H -6.3027 -0.8235 1.8985  0.133
H -4.8094 -0.5581 -1.3213  0.106
H -4.6033 2.1922 -0.4530  0.155
H -1.1889 0.2874 -0.5445  0.085
H -3.0525 -1.3749 0.2036  0.143
H -3.1118 1.4758 1.3297  0.145
H -4.0225 0.1506 2.1243  0.127
H -3.3553 1.4064 3.9958  0.113
H -2.4867 3.1935 5.4600  0.103
H -0.0360 3.7991 5.3089  0.099
H 1.4026 2.5587 3.7654  0.104
H 0.4885 0.7512 2.3135  0.114
C 2.4315 0.1938 -2.2097  -0.060
C 1.8024 -1.1652 -1.9959  -0.193
O 2.4982 -2.2018 -2.7213  0.044
C 3.6028 -2.6629 -2.1646  -0.392
O 4.0764 -2.3059 -1.1238  0.158
C 4.1835 -3.7818 -3.0496  -0.541
F 4.1923 -3.4245 -4.3381  0.170
F 3.4400 -4.8915 -2.9403  0.169
F 5.4319 -4.0905 -2.7055  0.165
H 2.4929 0.4179 -3.2717  0.086
H 1.8346 0.9478 -1.7129  0.072
H 3.4444 0.2299 -1.8073  0.087
H 0.7874 -1.1559 -2.3859  0.050
H 1.7500 -1.4219 -0.9376  0.127
C 6.6697 -4.4412 0.2143  -0.060
C 5.5712 -4.3070 1.2419  -0.188
O 5.1704 -5.5941 1.7601  0.038
C 5.9496 -6.1155 2.6935  -0.405
O 6.9439 -5.6330 3.1492  0.170
C 5.3631 -7.4582 3.1643  -0.548
F 4.9932 -8.2210 2.1291  0.165
F 4.2811 -7.2480 3.9285  0.164
F 6.2504 -8.1391 3.8825  0.172
H 6.3659 -5.1211 -0.5806  0.075
H 6.8993 -3.4695 -0.2199  0.085
H 7.5790 -4.8464 0.6584  0.078
H 4.6837 -3.8807 0.7821  0.106
H 5.8646 -3.6494 2.0595  0.128
C 0.6359 7.6957 -2.1473  -0.060
C 0.1193 6.2844 -1.9702  -0.192
O 0.9309 5.3345 -2.6890  0.037
C 2.0611 4.9722 -2.1064  -0.402
O 2.4805 5.3502 -1.0526  0.171
C 2.7695 3.9208 -2.9767  -0.533
F 2.7950 4.2769 -4.2653  0.171
F 2.1230 2.7460 -2.8863  0.134
F 4.0251 3.7293 -2.5843  0.176
H 0.7096 7.9440 -3.2066  0.084
H -0.0339 8.4056 -1.6635  0.083
H 1.6293 7.8085 -1.7146  0.077
H -0.8795 6.1898 -2.3893  0.127
H 0.0620 6.0037 -0.9194  0.127

As for the spin multiplicity: 1. The value obtained for the calculated total energy is -3014.2156 hartree. The HOMO energy comes out at -0.33918 hartree.

(2)
Entry from the OMol25 dataset: a structure of composition C26H33GaNO4S3Si (ωB97M-V/def2-TZVPD).

Last column: Löwdin charge in e.
Geometry (Å):
Ga -0.8621 -0.6910 -0.2782  0.279
C 4.2742 -1.8197 1.9069  -0.175
Si 4.0012 -2.9187 0.4213  0.509
C 3.1305 -4.4963 0.8914  -0.175
C 5.6176 -3.3088 -0.4228  -0.180
C 2.9557 -1.9141 -0.8080  -0.214
C 3.4662 -1.5004 -2.0353  -0.046
C 2.7105 -0.7593 -2.9440  -0.035
C 1.4192 -0.4333 -2.5985  -0.097
N 0.9123 -0.7926 -1.4154  -0.029
C 1.6426 -1.5120 -0.5393  -0.651
S 0.7073 -1.8488 0.9204  0.808
H 4.9113 -2.3021 2.6511  0.041
H 3.3209 -1.5851 2.3849  0.012
H 4.7546 -0.8853 1.6079  0.024
H 3.8453 -5.1626 1.3802  0.038
H 2.7399 -5.0168 0.0151  0.042
H 2.3031 -4.3264 1.5796  0.014
H 6.2031 -3.9781 0.2108  0.039
H 6.2234 -2.4185 -0.6034  0.038
H 5.4643 -3.8189 -1.3762  0.039
H 4.4793 -1.7742 -2.3050  0.102
H 3.1132 -0.4634 -3.9015  0.112
H 0.7564 0.1118 -3.2598  0.128
O -0.8974 1.2841 -0.4995  -0.502
S -0.0146 2.3948 -1.0774  1.104
C -0.7642 3.8515 -0.3208  -0.297
C -0.7795 3.9426 1.2072  -0.191
C -1.3476 2.7470 1.9856  -0.224
C -2.7293 2.2905 1.5294  -0.309
S -3.0283 0.5855 2.0527  1.100
O -1.9242 -0.2594 1.4346  -0.532
C -4.5330 0.2954 1.1602  -0.379
C -5.6303 -0.1352 1.8915  -0.071
C -6.8173 -0.4077 1.2251  -0.056
C -6.8832 -0.2706 -0.1529  -0.052
C -5.7703 0.1458 -0.8778  -0.054
C -4.5888 0.4418 -0.2217  -0.072
C 1.5732 2.3748 -0.2835  -0.392
C 2.5412 3.1711 -0.8840  -0.079
C 3.8107 3.2183 -0.3308  -0.054
C 4.1071 2.4514 0.7890  -0.048
C 3.1381 1.6360 1.3573  -0.047
C 1.8580 1.5941 0.8228  -0.074
H -1.7673 3.8414 -0.7539  0.097
H -0.2416 4.7039 -0.7592  0.104
H -1.3541 4.8425 1.4432  0.127
H 0.2357 4.1283 1.5629  0.118
H -1.3762 3.0109 3.0439  0.127
H -0.6622 1.9063 1.8983  0.076
H -2.8381 2.3066 0.4496  0.067
H -3.5448 2.8644 1.9751  0.116
H -5.5560 -0.2623 2.9640  0.113
H -7.6835 -0.7377 1.7818  0.114
H -7.8060 -0.4946 -0.6711  0.114
H -5.8216 0.2379 -1.9544  0.120
H -3.7226 0.7577 -0.7876  0.099
H 2.3120 3.7426 -1.7765  0.117
H 4.5692 3.8427 -0.7823  0.115
H 5.1020 2.4802 1.2130  0.116
H 3.3737 1.0231 2.2157  0.107
H 1.1212 0.9342 1.2612  0.074
C -3.8469 -2.9878 -2.1571  -0.032
O -2.8581 -2.4883 -1.2352  -0.085
C -2.2562 -1.3368 -1.5579  -0.495
O -2.5181 -0.7029 -2.5571  0.029
H -3.9430 -4.0479 -1.9459  0.095
H -3.5334 -2.8197 -3.1837  0.092
H -4.7946 -2.4816 -1.9761  0.084

As for the spin multiplicity: 1. The value obtained for the calculated total energy is -4774.9925 hartree. Its charge is +1. The HOMO energy comes out at -0.40178 hartree.

(3)
Entry from the OMol25 dataset: a structure of composition C26H33IrN6P2 (ωB97M-V/def2-TZVPD).

Last column: Löwdin charge in e.
Geometry (Å):
Ir 0.9657 0.8868 0.5844  0.546
C -2.2567 1.8700 1.3473  -0.216
P -1.1083 0.4472 1.2379  0.708
C -2.2159 -0.7852 0.3971  -0.243
C -1.0941 -0.1804 2.9461  -0.374
C -2.1092 -0.9051 3.5599  -0.075
C -1.9276 -1.3871 4.8481  -0.054
C -0.7404 -1.1393 5.5241  -0.050
C 0.2590 -0.3820 4.9296  -0.062
C 0.0788 0.1107 3.6431  -0.368
P 1.2492 1.1967 2.7614  0.676
C 0.9760 2.8098 3.5719  -0.223
C 2.8951 0.7603 3.4004  -0.238
H -3.1609 1.5884 1.8892  0.059
H -2.5387 2.2290 0.3563  0.040
H -1.7681 2.6865 1.8762  0.034
H -2.0143 -1.7566 0.8482  0.087
H -0.9932 -1.2810 -1.2765  0.144
H -3.2603 -0.5370 0.5990  0.108
H -3.0378 -1.1132 3.0411  0.107
H -2.7096 -1.9631 5.3244  0.115
H -0.5964 -1.5330 6.5213  0.117
H 1.1691 -0.1761 5.4790  0.109
H 0.8912 2.7060 4.6537  0.058
H 0.0715 3.2750 3.1829  0.029
H 1.8193 3.4640 3.3437  0.051
H 2.9547 0.9800 4.4668  0.052
H 3.6465 1.3604 2.8874  0.036
H 3.1070 -0.2952 3.2356  0.055
N 2.2891 -2.4917 -3.5327  0.199
C 1.7859 -1.4951 -4.2762  -0.486
N 1.8091 -1.6052 -5.6057  0.194
N 1.2621 -0.3869 -3.7702  0.125
C 1.1815 -0.2410 -2.4816  -0.315
N 1.1023 -0.0807 -1.3344  0.012
H 2.7283 -3.2933 -3.9508  0.125
H 2.3561 -2.3869 -2.5344  0.110
H 2.1988 -2.4017 -6.0769  0.124
H 1.4337 -0.8504 -6.1530  0.127
C 5.2203 4.1051 -1.0510  0.011
N 4.5322 2.9077 -0.5832  -0.116
C 5.1136 1.7083 -0.2619  -0.039
C 4.1057 0.8921 0.1523  -0.142
N 2.9205 1.5816 0.0856  -0.152
C 3.2125 2.7896 -0.3606  -0.144
H 6.2462 3.8441 -1.2930  0.098
H 5.2216 4.8701 -0.2777  0.101
H 4.7347 4.4872 -1.9457  0.099
H 6.1737 1.5476 -0.3475  0.130
H 4.1478 -0.1343 0.4711  0.107
H 2.5054 3.5844 -0.5285  0.138
C -4.8529 -3.7874 -2.7048  -0.028
C -3.8993 -4.1595 -1.7474  0.003
C -2.9758 -3.2555 -1.2482  0.002
C -2.9768 -1.9418 -1.6924  -0.094
C -2.0275 -0.9268 -1.1478  -0.283
C -2.0858 0.3934 -1.7911  0.004
C -2.9947 0.7223 -2.7442  -0.001
C -3.9157 -0.2527 -3.1639  0.107
C -3.9274 -1.5618 -2.6754  -0.144
C -4.8667 -2.5011 -3.1700  0.020
H -5.5633 -4.5147 -3.0710  0.125
H -3.8864 -5.1799 -1.3861  0.127
H -2.2538 -3.5818 -0.5107  0.128
H -1.3534 1.1217 -1.4551  0.093
H -3.0184 1.7103 -3.1813  0.128
H -4.6499 0.0141 -3.9177  0.144
H -5.5848 -2.1859 -3.9165  0.132

As for the spin multiplicity: 1. The value obtained for the calculated total energy is -2125.7279 hartree. Its charge is +2. The HOMO energy comes out at -0.44849 hartree.

Number 1: gap between HOMO and LUMO 0.3277 Ha. Number 2: gap between HOMO and LUMO 0.3168 Ha. Number 3: gap between HOMO and LUMO 0.1785 Ha.